# 1
ORCA calculation (the ωB97M-V functional and the def2-TZVPD basis) on C43H28BrCl2IN4OPPt as an isolated structure.

Values from the calculation:
- 2S+1 = 3
- relative energy (zero: lowest compared OMol25 entry of this formula, charge and spin) (eV) = 14.914
- lowest unoccupied orbital energy (spin up / spin down) (eV) = 2.12 / 0.78
- charge = -1
- HOMO level (spin up / spin down) (eV) = -4.0 / -4.0

Each line ends with the Mulliken charge.
Positions of all 82 atoms, in Å:
Pt  -0.817  1.500  0.137  0.36
Br  3.287  -7.065  2.649  -0.23
C  4.340  -5.486  2.537  0.11
C  3.850  -4.301  3.063  -0.56
C  4.610  -3.148  2.963  0.18
C  5.858  -3.176  2.340  0.10
C  6.350  -4.386  1.863  -0.37
C  5.588  -5.542  1.940  -0.44
N  6.726  -2.052  2.340  -1.00
N  6.362  -0.914  1.964  -0.29
C  5.198  -0.590  1.291  -0.21
C  4.783  0.754  1.376  -0.68
C  3.158  3.274  1.730  -0.28
C  3.600  0.889  0.687  0.42
O  1.252  2.017  0.580  -0.81
C  3.248  -0.342  0.050  0.24
N  2.245  -0.577  -0.798  -0.32
C  2.176  -1.804  -1.288  -0.45
C  3.101  -2.810  -0.997  -0.92
C  4.159  -2.554  -0.144  -0.17
C  4.253  -1.289  0.436  0.34
H  2.877  -4.276  3.534  0.43
H  4.229  -2.214  3.354  0.40
H  7.339  -4.407  1.422  0.36
H  5.963  -6.478  1.549  0.42
H  5.291  1.520  1.941  0.53
H  3.251  4.092  2.399  0.50
H  1.346  -2.003  -1.960  0.52
H  2.987  -3.786  -1.452  0.40
H  4.887  -3.328  0.054  0.55
I  -2.510  3.998  1.102  0.07
C  -4.259  3.760  -0.035  -0.34
C  -4.820  4.975  -0.337  -0.57
C  -6.070  5.086  -0.967  -0.75
C  -6.765  3.950  -1.232  -0.86
C  -6.219  2.678  -0.937  1.06
C  -7.043  1.558  -1.200  -0.74
C  -6.602  0.301  -0.939  -1.41
C  -5.284  0.137  -0.488  -0.34
C  -4.411  1.173  -0.242  1.00
P  -2.663  0.497  0.013  0.97
C  -2.650  -0.683  -1.409  0.57
C  -2.901  -2.048  -1.323  -0.14
C  -2.795  -2.859  -2.447  -0.81
C  -2.449  -2.312  -3.672  -0.44
C  -2.195  -0.949  -3.767  -0.62
C  -2.281  -0.145  -2.643  -0.75
C  -2.930  -0.615  1.458  0.29
C  -4.015  -0.572  2.325  -0.36
C  -4.059  -1.396  3.446  -0.69
C  -3.028  -2.283  3.702  -0.51
C  -1.935  -2.331  2.843  -0.67
C  -1.879  -1.492  1.744  -0.56
C  -4.903  2.523  -0.387  0.34
H  -4.294  5.876  -0.055  0.37
H  -6.475  6.064  -1.193  0.37
H  -7.756  3.989  -1.670  0.33
H  -8.033  1.735  -1.604  0.32
H  -7.224  -0.567  -1.115  0.41
H  -4.932  -0.878  -0.364  0.36
H  -3.168  -2.493  -0.372  0.33
H  -2.981  -3.923  -2.358  0.39
H  -2.361  -2.946  -4.546  0.38
H  -1.903  -0.515  -4.716  0.41
H  -2.028  0.908  -2.701  0.34
H  -4.832  0.113  2.140  0.40
H  -4.906  -1.338  4.119  0.38
H  -3.064  -2.925  4.574  0.36
H  -1.114  -3.009  3.041  0.48
H  -1.003  -1.487  1.103  0.54
Cl  2.698  2.410  0.696  0.04
C  3.009  3.184  -0.958  0.24
C  4.334  3.432  -1.208  -0.62
C  4.676  4.195  -2.323  -0.63
C  3.677  4.707  -3.148  -0.48
C  2.354  4.425  -2.901  0.47
Cl  1.138  5.056  -3.958  -0.21
C  1.950  3.587  -1.819  0.20
N  0.687  3.169  -1.753  -0.33
H  5.081  3.043  -0.526  0.47
H  5.712  4.401  -2.552  0.39
H  3.930  5.322  -4.001  0.41



# 2
ORCA calculation (the ωB97M-V functional and the def2-TZVPD basis) on C43H29AsCl5GeReS as an isolated structure.

Values from the calculation:
- 2S+1 = 1
- lowest unoccupied orbital energy (spin up / spin down) (eV) = -7.36 / -7.36
- charge = +2
- HOMO level (spin up / spin down) (eV) = -12.8 / -12.8

Each line ends with the Mulliken charge.
Positions of all 81 atoms, in Å:
Re  14.742  9.970  14.096  0.37
S  16.241  10.441  12.531  -0.07
C  15.343  12.959  13.613  -0.75
C  16.243  14.084  13.149  0.15
C  15.395  15.253  12.613  0.10
C  14.008  15.384  13.093  -1.33
C  13.312  14.353  13.709  -0.36
C  13.994  13.151  13.858  -0.57
As  12.976  11.601  14.341  0.67
C  11.382  11.674  13.226  0.47
C  10.073  11.746  13.654  -0.65
C  9.078  11.992  12.734  -0.41
C  9.345  12.260  11.376  -0.75
C  10.690  12.223  10.960  -0.54
C  11.700  11.936  11.868  -0.29
C  12.433  12.031  16.162  0.45
C  11.551  11.223  16.907  -0.75
C  10.924  11.719  18.053  -0.63
C  11.165  13.041  18.479  -0.43
C  12.045  13.816  17.764  -0.73
C  12.791  13.302  16.701  -0.05
H  16.922  14.330  13.960  0.79
H  15.932  16.233  12.701  0.59
H  13.386  16.297  12.871  0.36
H  12.255  14.478  14.035  0.55
H  9.883  11.468  14.639  0.58
H  8.036  11.953  13.096  0.38
H  8.558  12.598  10.750  0.44
H  11.075  12.416  9.979  0.45
H  12.754  11.921  11.535  0.21
H  11.351  10.236  16.562  0.55
H  10.192  11.093  18.503  0.45
H  10.653  13.437  19.358  0.42
H  12.284  14.815  18.138  0.38
H  13.705  13.839  16.353  0.35
Cl  13.742  7.677  14.661  -0.17
C  14.714  8.090  16.096  0.29
C  15.522  9.235  15.877  -0.68
C  16.495  9.538  16.902  0.41
Cl  17.704  10.650  16.728  -0.14
C  16.429  8.800  18.095  0.28
Cl  17.248  9.251  19.546  -0.14
C  15.704  7.606  18.215  0.18
Cl  15.726  6.635  19.625  -0.11
C  14.920  7.200  17.125  0.19
Cl  14.255  5.635  16.931  -0.16
C  15.736  11.598  13.776  0.59
Ge  17.440  12.211  11.278  1.11
C  19.240  11.796  11.718  0.40
C  19.853  12.395  12.783  -0.33
C  21.174  12.149  13.178  -0.94
C  21.884  11.143  12.530  -0.46
C  21.249  10.419  11.488  -0.69
C  19.945  10.735  11.117  -0.62
C  16.881  14.028  11.717  2.27
C  15.594  14.680  11.124  0.46
C  15.748  15.532  9.939  -0.85
C  16.958  15.850  9.420  -0.87
C  18.091  15.642  10.254  -0.55
C  18.034  14.877  11.416  -1.32
C  17.426  11.684  9.370  0.79
C  18.599  12.111  8.710  -0.70
C  18.724  11.889  7.359  -0.85
C  17.747  11.245  6.621  -0.65
C  16.592  10.880  7.259  -0.54
C  16.433  11.035  8.654  -0.54
H  19.268  13.044  13.407  0.40
H  21.561  12.741  14.005  0.44
H  22.908  10.932  12.823  0.42
H  21.734  9.588  10.988  0.45
H  19.531  10.336  10.197  0.44
H  14.840  13.884  10.981  0.04
H  14.822  15.978  9.422  0.34
H  17.196  16.428  8.514  0.48
H  19.031  16.157  10.052  0.52
H  18.989  14.891  11.993  0.31
H  19.435  12.504  9.287  0.53
H  19.655  12.147  6.850  0.40
H  17.850  11.026  5.588  0.48
H  15.766  10.429  6.692  0.38
H  15.576  10.570  9.160  0.30